No. 1
{"formula": "C24H31N5O6", "method": "wB97M-V/def2-TZVPD", "species": ["C", "C", "O", "C", "O", "C", "N", "C", "O", "C", "C", "C", "O", "N", "C", "C", "C", "C", "O", "N", "C", "C", "O", "N", "C", "C", "C", "C", "C", "C", "C", "C", "C", "N", "C", "H", "H", "H", "H", "H", "H", "H", "H", "H", "H", "H", "H", "H", "H", "H", "H", "H", "H", "H", "H", "H", "H", "H", "H", "H", "H", "H", "H", "H", "H", "H"], "xyz": [[-5.91, -0.43, 1.83], [-5.05, 0.88, 1.75], [-3.77, 0.43, 1.63], [-3.06, 1.21, 1.03], [-3.43, 2.07, 0.42], [-1.58, 0.82, 0.98], [-0.89, 1.06, -0.22], [-0.35, 2.19, -0.56], [-0.07, 2.59, -1.69], [-0.35, 3.45, 0.37], [0.92, 4.26, -0.03], [2.16, 3.49, 0.43], [2.96, 3.47, 1.34], [2.48, 2.62, -0.65], [3.57, 1.79, -0.77], [4.61, 1.68, 0.17], [5.06, 0.49, -0.14], [6.40, -0.16, -0.11], [4.39, -0.15, -1.37], [3.33, 0.70, -1.41], [-0.94, -0.08, -1.24], [-0.23, -1.29, -0.49], [-0.67, -2.13, 0.33], [1.02, -1.26, -1.04], [2.18, -2.41, -0.45], [1.64, -3.67, -0.72], [1.45, -4.24, 0.86], [2.70, -3.48, 1.47], [2.56, -2.17, 1.12], [-2.32, -0.25, -1.47], [-2.91, 0.52, -2.23], [-4.22, 0.38, -2.96], [-4.96, -0.33, -2.02], [-4.51, -1.37, -1.11], [-3.22, -1.32, -0.86], [-7.18, -0.26, 1.84], [-5.67, -1.12, 0.89], [-5.68, -1.08, 2.66], [-5.28, 1.56, 2.62], [-5.37, 1.45, 0.84], [-1.52, -0.28, 1.40], [-1.04, 1.31, 1.88], [-1.16, 3.73, 0.36], [-0.06, 3.04, 1.51], [0.96, 5.11, 0.83], [0.84, 4.71, -0.99], [1.75, 2.56, -1.37], [4.88, 2.30, 1.04], [6.96, 0.22, 0.95], [7.11, -0.59, -0.70], [6.19, -1.18, 0.42], [-0.32, 0.25, -2.09], [1.67, -0.65, -1.55], [3.12, -2.30, -1.07], [0.66, -3.71, -1.06], [2.45, -4.34, -0.94], [1.78, -5.34, 0.79], [0.54, -4.08, 1.32], [2.79, -3.52, 2.51], [3.73, -3.96, 1.32], [3.35, -1.35, 1.35], [1.57, -1.73, 1.44], [-2.31, 1.26, -3.00], [-4.83, 1.11, -3.46], [-5.98, -0.73, -2.07], [-2.96, -1.78, 0.17]], "mulliken_charge": [-0.9620, -0.2892, -0.2084, 0.3435, -0.4843, -0.9128, 0.0803, 1.0436, -0.7612, -1.9772, -0.8096, 0.4313, -0.6543, -0.0878, 0.2190, -0.3168, 0.5518, -1.2383, -0.2624, -0.4442, 0.1838, -0.6276, -0.5992, -0.2336, 0.0316, -1.2072, -0.6321, -1.1293, 0.0273, -0.8722, 1.3033, -1.0877, -0.2164, -0.6204, -0.0541, 0.2590, 0.2336, 0.3231, 0.3250, 0.2701, 0.2715, 0.5946, 1.6157, 0.2100, 0.3419, 0.4073, 0.3483, 0.4025, 0.2457, 0.4799, 0.2393, 0.9354, 0.4802, 0.4520, 0.3943, 0.4168, 0.3458, 0.4091, 0.6062, 0.2624, 0.2143, 0.0446, 0.0739, 0.3656, 0.4064, 0.4981], "total_charge": 0, "multiplicity": 1, "smiles": "CCOC(=O)CN(C(=O)CCC(=O)Nc1cc(C)on1)[C@@H](C(=O)NC1CCCC1)c1cccnc1", "e_above_lowest_kj_mol": 1843.39, "max_force_ha_per_bohr": 0.3840, "mol_weight_g_mol": 485.5, "homo_energy_ev": -9.02, "energy_ev": -45111.1379}

---

No. 2
{"formula": "C24H32B2Cl5CsF13LiMgN5O10", "method": "wB97M-V/def2-TZVPD", "species": ["C", "N", "C", "B", "O", "N", "C", "C", "C", "C", "O", "F", "N", "C", "C", "C", "O", "C", "C", "F", "F", "C", "F", "F", "C", "F", "F", "C", "F", "F", "H", "H", "H", "H", "H", "H", "H", "H", "H", "H", "H", "H", "H", "H", "H", "H", "H", "H", "B", "F", "F", "F", "F", "C", "Cl", "Cl", "Cl", "Cl", "O", "H", "H", "Cl", "C", "C", "O", "H", "H", "H", "H", "H", "H", "C", "O", "N", "N", "H", "H", "H", "H", "Mg", "C", "C", "C", "O", "C", "C", "C", "O", "O", "O", "H", "H", "Li", "Cs"], "xyz": [[1.59, -5.03, 5.18], [0.68, -4.10, 4.45], [-0.59, -3.85, 5.17], [1.41, -2.84, 4.33], [1.77, -2.02, 5.40], [1.75, -2.38, 2.93], [2.43, -3.28, 2.13], [2.55, -2.61, 0.92], [3.22, -3.20, -0.32], [2.68, -4.65, -0.47], [1.51, -4.80, -0.48], [3.50, -5.67, -0.56], [1.97, -1.39, 1.12], [1.45, -1.23, 2.35], [0.69, -0.02, 2.94], [-0.38, 0.45, 1.89], [-1.71, 0.09, 2.21], [-1.88, -1.30, 2.11], [-2.19, -1.79, 0.67], [-1.73, -0.98, -0.29], [-1.51, -2.97, 0.53], [-3.72, -2.03, 0.37], [-3.86, -1.86, -0.96], [-4.53, -1.12, 0.95], [-4.16, -3.49, 0.65], [-3.67, -4.35, -0.24], [-3.84, -3.92, 1.90], [-5.73, -3.63, 0.48], [-5.96, -4.98, 0.11], [-6.44, -3.20, 1.57], [1.67, -4.66, 6.23], [2.58, -5.03, 4.69], [1.14, -6.03, 5.15], [-1.41, -4.37, 4.65], [-0.54, -4.30, 6.19], [-0.84, -2.78, 5.23], [2.69, -2.25, 5.61], [2.75, -4.29, 2.36], [2.88, -2.68, -1.23], [4.32, -3.19, -0.28], [1.93, -0.69, 0.38], [1.43, 0.74, 3.22], [0.17, -0.43, 3.83], [-0.04, 0.14, 0.89], [-0.35, 1.55, 1.89], [-1.05, -1.91, 2.50], [-2.76, -1.55, 2.73], [-6.01, -3.02, -0.40], [-2.05, -2.68, -3.40], [-1.40, -3.12, -4.55], [-1.51, -3.34, -2.26], [-1.89, -1.28, -3.26], [-3.44, -2.95, -3.49], [1.03, 1.17, -4.56], [1.39, 1.46, -2.83], [0.02, 2.49, -5.16], [2.54, 1.12, -5.46], [0.17, -0.35, -4.74], [-0.75, 3.19, 3.83], [-1.29, 3.75, 4.41], [-1.38, 2.55, 3.48], [2.12, -6.79, -2.60], [6.90, 2.31, -6.50], [6.53, 2.22, -5.03], [5.82, 1.01, -4.77], [6.00, 2.27, -7.12], [7.44, 3.23, -6.72], [7.53, 1.46, -6.79], [5.88, 3.05, -4.74], [7.42, 2.24, -4.40], [6.39, 0.28, -5.02], [0.98, 6.17, 1.40], [1.22, 7.02, 0.55], [1.92, 5.74, 2.29], [-0.25, 5.58, 1.52], [1.74, 5.05, 3.00], [2.83, 6.15, 2.23], [-0.96, 5.88, 0.88], [-0.46, 4.89, 2.21], [6.80, 4.83, -4.69], [-2.35, 5.88, -2.04], [-2.73, 5.66, -3.40], [-4.15, 6.09, -3.72], [-4.63, 6.04, -4.82], [-4.97, 6.58, -2.61], [-4.59, 6.79, -1.26], [-3.14, 6.46, -0.96], [-2.62, 6.65, 0.11], [-5.30, 7.20, -0.36], [-2.05, 5.18, -4.27], [-1.34, 5.61, -1.73], [-6.00, 6.80, -2.91], [0.74, -6.88, -0.81], [-8.06, -5.74, 0.40]], "mulliken_charge": [-1.1263, -0.1283, -0.8317, 0.2584, -0.5628, 0.6467, -0.2550, -0.2364, -0.4754, 0.4066, -0.3700, -0.1898, 0.1472, -0.4659, -0.0133, -0.6227, -0.4060, -0.0424, 1.3292, -0.3789, -0.3269, -0.0988, -0.2278, -0.3073, 0.7426, -0.2487, -0.3010, 0.1323, -0.3911, -0.2635, 0.3835, 0.3497, 0.3118, 0.2553, 0.3457, 0.3143, 0.3443, 0.4465, 0.3397, 0.3600, 0.2750, 0.4917, 0.1942, 0.2192, 0.4493, -0.4287, 0.5135, 0.4558, 0.5702, -0.4068, -0.3582, -0.3713, -0.4036, 0.2795, -0.1506, -0.0999, -0.0789, 0.0307, -0.6004, 0.2929, 0.2836, -0.8230, -0.8346, -0.1485, -0.5118, 0.2706, 0.2801, 0.3212, 0.1223, 0.3917, 0.2891, 0.6185, -0.6512, -0.3562, -0.2196, 0.1460, 0.2272, 0.1741, 0.2133, -0.1676, -0.1754, 0.2071, 0.4640, -0.4961, -0.2861, 0.3038, 0.5393, -0.6380, -0.5078, -0.4719, 0.4880, 0.4680, 0.7538, 1.0085], "total_charge": 1, "multiplicity": 1, "max_force_ha_per_bohr": 0.0921, "mol_weight_g_mol": 1160.6, "homo_energy_ev": -7.31, "energy_ev": -158817.3868}

---

No. 3
{"formula": "C24H32BN11O2Pt", "method": "wB97M-V/def2-TZVPD", "species": ["Pt", "C", "C", "C", "C", "C", "N", "N", "B", "N", "N", "C", "C", "C", "C", "C", "N", "N", "C", "C", "C", "C", "C", "H", "H", "H", "H", "H", "H", "H", "H", "H", "H", "H", "H", "H", "H", "H", "H", "H", "H", "H", "H", "H", "H", "N", "C", "C", "N", "C", "C", "N", "H", "H", "H", "H", "H", "C", "N", "C", "C", "C", "O", "N", "C", "O", "H", "H", "H", "H", "H"], "xyz": [[-0.05, -0.26, 0.56], [0.06, -3.81, -0.23], [-0.19, -2.89, -1.38], [-0.34, -3.18, -2.74], [-0.56, -1.97, -3.36], [-0.80, -1.67, -4.81], [-0.54, -1.02, -2.41], [-0.32, -1.58, -1.20], [-0.79, 0.51, -2.50], [-1.98, 0.90, -1.59], [-1.97, 0.67, -0.25], [-3.12, 1.12, 0.23], [-3.48, 1.02, 1.68], [-3.89, 1.67, -0.81], [-3.13, 1.51, -1.95], [-3.46, 1.90, -3.35], [0.48, 1.28, -2.07], [0.89, 1.27, -0.78], [1.90, 2.12, -0.67], [2.59, 2.37, 0.63], [2.16, 2.69, -1.92], [1.23, 2.14, -2.78], [1.03, 2.40, -4.24], [-0.32, -4.81, -0.46], [-0.44, -3.44, 0.67], [1.13, -3.90, -0.02], [-0.30, -4.15, -3.21], [-0.76, -2.60, -5.38], [-0.05, -0.99, -5.20], [-1.77, -1.21, -4.97], [-1.06, 0.79, -3.64], [-2.76, 0.43, 2.22], [-4.46, 0.55, 1.79], [-3.53, 2.01, 2.13], [-4.87, 2.11, -0.73], [-4.45, 2.35, -3.37], [-3.46, 1.03, -4.02], [-2.74, 2.62, -3.75], [2.08, 1.86, 1.45], [2.58, 3.43, 0.87], [3.64, 2.04, 0.60], [2.92, 3.43, -2.16], [1.81, 3.07, -4.60], [0.07, 2.86, -4.44], [1.08, 1.47, -4.82], [5.46, -0.74, 0.36], [4.32, -1.18, 0.99], [3.05, -0.88, 0.47], [1.96, -1.31, 1.06], [2.08, -2.07, 2.15], [3.34, -2.36, 2.65], [4.46, -1.91, 2.09], [5.39, 0.03, -0.29], [6.31, -0.81, 0.88], [2.93, -0.30, -0.44], [1.17, -2.42, 2.62], [3.45, -2.97, 3.54], [-1.73, -1.69, 5.11], [-1.15, -0.49, 4.52], [-1.09, 0.71, 5.20], [-0.63, 1.82, 4.63], [-0.16, 1.78, 3.24], [0.26, 2.78, 2.66], [-0.22, 0.55, 2.62], [-0.74, -0.54, 3.21], [-0.88, -1.60, 2.56], [-1.96, -1.49, 6.15], [-1.02, -2.52, 5.05], [-2.64, -1.98, 4.58], [-1.45, 0.68, 6.22], [-0.59, 2.76, 5.16]], "lowdin_spin": [1.4640, 0.0008, 0.0071, 0.0023, 0.0000, 0.0002, 0.0014, 0.0690, -0.0005, 0.0041, 0.0917, 0.0045, -0.0005, 0.0023, -0.0004, 0.0002, 0.0042, 0.0972, 0.0059, -0.0009, 0.0030, -0.0009, 0.0001, 0.0000, 0.0008, -0.0002, 0.0007, 0.0001, -0.0001, -0.0001, -0.0002, 0.0000, -0.0002, -0.0003, 0.0007, 0.0002, -0.0001, -0.0001, -0.0005, -0.0002, -0.0003, 0.0008, 0.0002, -0.0002, -0.0001, 0.0006, 0.0022, 0.0068, 0.0747, 0.0067, 0.0027, 0.0002, 0.0001, 0.0001, 0.0006, 0.0008, 0.0006, 0.0017, 0.0016, 0.0000, 0.0026, 0.0043, -0.0016, 0.0550, 0.0111, 0.0720, 0.0004, 0.0003, 0.0002, 0.0001, 0.0005], "total_charge": 0, "multiplicity": 3, "max_force_ha_per_bohr": 0.0080, "mol_weight_g_mol": 712.5, "homo_energy_ev": [-6.80, -8.35], "energy_ev": -49820.2994}